(1)
Formula: C30H53BrN4P2Pt
Source: the OMol25 dataset
Level of theory: the ωB97M-V functional and the def2-TZVPD basis

Calculated values
<S²>: 6.107
Frontier orbital gap (spin up / spin down): 4.8347 / 4.5533 eV
Largest force on an atom: 4.82 eV Å⁻¹
HOMO (spin up / spin down): -18.51 / -19.54 eV
Total charge: +4
2S+1: 5
E_tot: -4768.17499 a.u.
ΔE to the lowest compared entry with this formula, charge and spin: 6.8084 eV
E_LUMO (spin up / spin down): -13.7 / -15.0 eV

XYZ file:
```
91
Properties=species:S:1:pos:R:3:forces:R:3:mulliken_spin:R:1
N -2.6371 -1.1006 -5.4813 0.15 0.39 -0.14 0.178
C -2.3281 -2.1821 -4.7630 0.03 -0.12 1.12 -0.050
C -2.0611 -2.1141 -3.3775 0.00 -0.42 -0.68 0.097
C -2.0481 -0.8546 -2.7030 0.62 -0.14 0.91 0.062
C -2.3670 0.2636 -3.5065 -0.63 0.44 -1.17 0.131
C -2.6828 0.0857 -4.8857 0.15 0.31 1.42 -0.057
C -1.6869 -0.7334 -1.2348 -3.26 -2.51 -2.52 0.456
Pt -0.4502 0.7235 -0.5067 2.96 -0.62 -0.10 0.388
P -0.0183 2.2113 1.0213 0.55 1.87 2.27 0.270
C -2.3752 0.2647 -0.4242 -2.55 -0.50 -0.44 0.110
C -2.8768 0.0489 0.9541 1.52 -0.44 -0.43 -0.079
C -3.5256 1.1296 1.5940 -0.31 1.22 1.40 0.072
C -3.5368 1.2288 2.9651 0.57 1.49 -1.58 -0.065
C -3.1192 0.1446 3.7963 -0.66 -0.43 0.73 -0.019
C -2.9150 -1.1207 3.0679 0.39 -0.11 0.65 -0.013
C -2.5939 -1.0860 1.7060 -0.01 -0.07 -0.35 0.113
Br -1.0990 -0.3970 4.4497 -0.50 0.23 -0.44 0.102
H -1.5407 -1.7161 -0.7776 0.18 0.39 -0.10 -0.006
H -2.9128 1.0352 -0.9709 -0.26 -0.07 0.08 -0.006
H -1.9377 -3.0598 -2.8460 0.18 0.34 -0.03 0.005
H -2.4476 1.2713 -3.0929 0.19 -0.26 -0.11 0.019
H -2.3178 -3.1196 -5.3385 -0.01 0.31 0.59 -0.001
H -2.9892 0.9420 -5.4934 0.15 -0.29 0.18 0.000
H -3.9037 1.9620 0.9993 -0.01 -0.21 0.12 0.004
H -2.1168 -1.9465 1.2399 -0.37 0.08 0.12 0.035
H -3.8496 2.1759 3.4182 -0.08 -0.56 -0.04 0.008
H -2.9977 -2.0763 3.5646 -0.08 0.08 0.24 -0.007
P 1.4604 1.0129 -1.8700 2.18 1.87 -1.43 0.223
C -0.7552 2.5581 2.5863 -0.44 -0.87 0.97 0.683
C -1.5219 3.7531 2.9863 -0.54 0.15 0.67 0.042
H -0.6288 1.7879 3.3722 0.08 0.71 -0.87 -0.059
H -3.4612 0.3168 4.8363 -0.11 -1.15 -0.65 0.003
H -1.9456 3.5757 3.9821 0.05 0.09 -0.16 0.012
H -1.0280 4.7363 3.0508 0.19 -0.62 -0.06 0.023
H -2.3492 3.8766 2.2968 -0.37 0.36 -0.21 0.019
C -0.5288 3.7841 0.1291 0.39 0.09 -0.24 0.047
C -0.0417 5.0808 0.7357 0.26 1.47 0.15 0.012
H -1.6320 3.7483 0.1492 0.26 -0.37 0.18 0.003
H -0.2769 3.7856 -0.9354 0.02 -0.45 0.55 0.002
H 0.2270 5.7955 -0.0664 -0.06 -0.38 0.42 0.001
H -0.8051 5.5880 1.3470 0.35 -0.24 -0.45 0.004
H 0.8394 4.9658 1.3735 -0.01 0.01 -0.10 -0.005
C 1.6595 1.6279 1.8243 0.20 0.74 -1.16 0.060
C 1.9495 1.6566 3.3194 -0.07 0.23 0.35 0.015
H 2.3010 2.3434 1.2821 0.41 -0.52 0.25 0.001
H 1.8533 0.5934 1.4935 -0.26 0.63 -0.31 0.032
H 3.0091 1.8911 3.4626 -0.17 0.01 -0.02 0.006
H 1.3710 2.3782 3.8897 0.12 0.19 -0.02 -0.028
H 1.7844 0.6790 3.7754 -0.09 0.03 -0.11 -0.002
C 3.0414 0.5030 -1.0392 -0.69 -0.81 0.95 0.020
C 4.3764 1.0547 -1.5431 -0.13 0.34 -0.33 0.030
H 3.0441 -0.5942 -1.0627 0.10 0.17 0.01 -0.002
H 2.9170 0.7866 0.0123 0.19 -0.19 -0.41 0.013
H 4.5914 0.7490 -2.5712 0.05 0.06 0.19 0.000
H 4.4005 2.1507 -1.4867 0.18 -0.36 0.04 0.000
H 5.1581 0.6480 -0.8849 -0.21 0.16 -0.26 0.004
C 1.7684 2.8357 -2.0818 -0.45 -0.42 0.51 0.027
C 0.7092 3.5417 -2.9350 0.07 0.11 -0.21 0.000
H 2.7629 2.9449 -2.5357 -0.26 -0.14 0.09 0.009
H 1.8387 3.2346 -1.0568 0.04 0.12 -0.35 0.002
H 0.9160 3.3866 -4.0044 -0.11 0.24 0.37 -0.001
H -0.3116 3.1736 -2.7415 0.28 0.12 -0.11 0.000
H 0.7421 4.6220 -2.7256 -0.08 -0.33 -0.27 0.001
C 1.6891 0.5138 -3.6345 -0.77 -0.22 -0.22 0.007
C 1.0260 -0.7667 -4.1009 -0.18 -0.24 -0.24 0.019
H 2.7780 0.4564 -3.8105 -0.33 0.21 0.39 0.014
H 1.2941 1.3566 -4.2166 0.19 -0.20 0.12 0.000
H -0.0681 -0.6885 -4.0802 0.42 0.00 0.09 0.007
H 1.2837 -0.9430 -5.1546 0.09 -0.12 0.35 0.005
H 1.3425 -1.6210 -3.4876 -0.09 0.04 -0.30 -0.005
C 1.8587 -3.2222 -0.7493 -0.25 0.23 -0.11 -0.002
N 1.5454 -3.8643 0.5135 -1.53 -0.02 0.50 -0.030
C 2.3039 -5.0901 0.7823 0.68 -0.58 0.25 -0.009
C 0.2441 -3.7724 1.0252 3.05 -0.42 -1.10 -0.103
N -0.8298 -3.5202 0.3296 -0.38 -0.08 0.04 0.559
N 0.1570 -3.9446 2.3724 -0.52 0.25 0.37 0.495
C 1.3096 -3.9317 3.2484 0.50 0.33 0.31 0.003
C -1.1510 -4.1372 2.9435 -0.51 0.02 0.06 -0.010
H 2.9066 -3.4559 -0.9737 -0.37 0.27 -0.08 0.000
H 1.7305 -2.1322 -0.6494 0.00 -0.35 -0.13 0.024
H 1.2242 -3.5955 -1.5653 0.25 0.06 -0.11 -0.005
H 3.0508 -4.9160 1.5733 -0.19 -0.29 -0.35 0.000
H 1.6487 -5.9371 1.0564 0.32 0.39 -0.14 0.000
H 2.8461 -5.3524 -0.1406 -0.29 -0.10 0.48 -0.001
H -0.6495 -3.6859 -0.6636 0.09 0.13 0.08 -0.032
H 1.0075 -3.4751 4.2012 -0.03 -0.37 -0.20 0.012
H 1.6863 -4.9565 3.4369 -0.23 0.40 -0.04 0.032
H 2.1127 -3.3239 2.8033 -0.34 -0.37 0.05 0.010
H -1.3052 -5.1867 3.2291 0.07 0.14 0.03 0.034
H -1.2829 -3.4862 3.8106 0.28 -0.28 0.09 0.016
H -1.8587 -3.8741 2.1625 -0.25 -0.31 0.16 0.018
```
Positions in Å, forces in eV/Å.

(2)
Formula: C30H53Cl2NP2Pt
Source: the OMol25 dataset
Level of theory: the ωB97M-V functional and the def2-TZVPD basis

Calculated values
<S²>: 6.047
Frontier orbital gap (spin up / spin down): 4.4934 / 4.8329 eV
Largest force on an atom: 1.92 eV Å⁻¹
HOMO (spin up / spin down): -4.38 / -7.26 eV
2S+1: 5
E_tot: -2951.92928 a.u.
E_LUMO (spin up / spin down): 0.1 / -2.4 eV

XYZ file:
```
89
Properties=species:S:1:pos:R:3:forces:R:3:mulliken_spin:R:1
Pt -0.6180 0.8173 1.0265 0.06 -0.62 0.45 0.974
Cl -1.9737 1.5347 -0.7038 -1.02 -0.06 -1.62 0.134
P -0.4800 3.0407 1.5451 0.46 -1.07 -0.30 0.043
C -2.0690 3.8946 1.9676 0.12 0.12 -0.06 0.018
C 0.7374 3.0895 2.9387 -0.22 1.03 -0.11 0.081
C 0.1282 3.8458 -0.0130 -0.25 0.14 0.38 0.020
C -3.1367 2.9193 2.4691 -0.15 -0.03 0.04 0.095
H -2.3952 4.2860 0.9902 0.05 -0.14 0.18 0.000
C -1.9151 5.0802 2.9164 -0.15 0.24 0.08 0.015
H -1.5661 4.7845 3.9141 -0.04 0.00 -0.22 0.001
H -2.9032 5.5461 3.0348 0.21 -0.01 0.08 -0.002
H -1.2393 5.8443 2.5213 0.02 -0.10 0.09 0.002
H -3.3824 2.1863 1.6952 0.11 0.08 0.23 -0.036
H -4.0525 3.4697 2.7261 0.16 0.02 -0.04 0.004
H -2.7979 2.3816 3.3652 -0.13 0.09 -0.28 -0.014
H -0.7618 3.7803 -0.6609 0.24 -0.24 0.34 0.007
C 1.2160 2.9681 -0.6533 0.18 0.09 -0.37 -0.053
C 0.4627 5.3331 0.0654 0.21 0.10 -0.24 0.016
H -0.4385 5.9358 0.2384 0.20 -0.14 0.07 0.000
H 0.8651 5.6348 -0.9115 0.01 0.13 0.21 0.000
H 1.2049 5.5799 0.8341 -0.06 -0.08 -0.11 0.003
H 1.0960 1.8892 -0.4172 0.06 0.60 -0.02 0.091
H 2.2284 3.2768 -0.3588 -0.23 -0.05 -0.08 0.002
H 1.1277 3.0542 -1.7445 0.18 0.07 0.14 0.001
C 0.1844 2.2801 4.1148 0.01 0.05 0.15 0.032
H 0.8331 4.1616 3.2005 0.24 -0.37 0.22 0.004
C 2.0783 2.4924 2.5077 0.11 -0.04 -0.01 0.001
H -0.8140 2.6095 4.4171 0.09 -0.08 -0.01 0.000
H 0.8524 2.3866 4.9788 -0.07 0.05 -0.11 -0.003
H 0.1490 1.2177 3.8453 -0.10 0.28 0.08 -0.018
H 1.9192 1.4649 2.1488 0.15 0.37 0.01 -0.014
H 2.7510 2.4245 3.3735 -0.13 0.12 -0.11 0.000
H 2.5754 3.0807 1.7319 -0.04 -0.07 0.12 0.002
Cl 0.7291 -0.7420 2.2090 0.29 -0.61 0.05 0.085
H -1.7840 0.6126 2.1055 -0.78 -0.43 0.59 0.454
P -2.3842 -3.5300 -0.7021 -0.20 0.87 0.19 0.581
C -2.6096 -2.8159 -2.3455 -0.31 -0.20 -0.56 0.058
C -0.7889 -4.1727 -0.1558 0.57 -0.62 -0.08 0.085
C -3.6886 -2.8768 0.3767 -0.23 0.15 0.43 0.030
C -1.6480 -1.7105 -2.7839 0.30 0.09 0.02 0.076
H -3.6167 -2.3555 -2.3001 0.33 -0.36 0.15 -0.003
C -2.6880 -4.0313 -3.2942 0.00 0.02 -0.12 0.034
H -1.7129 -4.5084 -3.4386 -0.06 0.11 0.06 0.000
H -3.0573 -3.7227 -4.2733 0.04 0.02 0.01 0.009
H -3.3751 -4.7836 -2.8871 0.09 0.07 -0.21 -0.019
H -1.8437 -0.7851 -2.2226 0.15 -0.18 -0.15 -0.026
H -1.8139 -1.5270 -3.8576 0.08 0.02 0.34 0.006
H -0.5963 -1.9905 -2.6361 -0.34 0.17 -0.17 -0.016
H -4.0201 -1.9633 -0.1475 0.24 -0.23 0.18 -0.014
C -3.3479 -2.5106 1.8241 0.04 0.04 0.13 0.122
C -4.8032 -3.9380 0.2825 -0.24 -0.12 -0.17 0.065
H -5.2927 -3.8919 -0.6961 0.02 -0.11 0.10 0.000
H -5.5662 -3.7719 1.0446 0.05 0.09 0.00 0.009
H -4.4047 -4.9540 0.4078 -0.15 0.22 0.12 -0.021
H -2.4453 -1.8893 1.8977 -0.22 -0.08 0.04 -0.022
H -3.2482 -3.4039 2.4554 0.03 0.23 -0.18 0.009
H -4.1907 -1.9227 2.2176 0.27 -0.15 -0.10 -0.002
C 0.4450 -3.5502 -0.8177 0.12 0.10 -0.06 0.018
H -0.8452 -5.2229 -0.5105 -0.02 0.31 0.09 0.045
C -0.6346 -4.2135 1.3629 0.01 0.03 0.23 0.026
H 0.4291 -3.6801 -1.9040 0.08 0.10 0.15 0.012
H 1.3208 -4.0844 -0.4275 -0.15 0.05 -0.11 -0.005
H 0.5726 -2.4932 -0.5592 -0.12 -0.08 -0.09 0.023
H -0.4022 -3.2207 1.7665 -0.09 -0.11 -0.08 -0.009
H 0.2183 -4.8694 1.5765 -0.20 0.11 0.04 -0.003
H -1.5218 -4.6180 1.8586 0.20 0.01 0.00 -0.001
C 2.3881 -0.1454 -5.4055 0.26 -0.16 -0.22 0.132
C 1.3931 0.5197 -4.6823 -0.07 -0.08 0.16 -0.085
C 1.2849 0.3435 -3.3100 0.40 -0.47 0.53 0.136
C 2.2469 -0.4510 -2.6052 0.11 0.45 -1.00 -0.085
C 3.2295 -1.1443 -3.3683 -0.09 0.50 0.13 0.156
C 3.2950 -0.9923 -4.7526 -0.38 0.13 0.30 -0.073
N 2.1745 -0.5401 -1.2442 -0.28 -0.26 0.15 0.558
C 3.3137 -0.5237 -0.4796 0.99 0.17 0.07 -0.033
C 3.4564 -1.4396 0.5892 -0.03 0.31 -0.04 0.101
C 4.5836 -1.4230 1.4038 0.12 0.20 -0.26 -0.070
C 5.5977 -0.4757 1.1834 -0.34 -0.17 -0.05 0.127
C 5.4753 0.4469 0.1370 -0.15 -0.09 0.05 -0.069
C 4.3616 0.4282 -0.6924 -0.43 -0.60 -0.16 0.113
H 2.4606 -0.0152 -6.4915 -0.05 -0.02 0.47 0.008
H 0.6880 1.1841 -5.1887 0.24 -0.27 0.12 -0.002
H 0.5065 0.8237 -2.7149 0.15 -0.02 -0.19 0.048
H 3.9319 -1.7821 -2.8360 -0.07 0.10 -0.13 0.002
H 4.0599 -1.5323 -5.3106 -0.22 0.16 0.07 -0.002
H 2.6500 -2.1436 0.7527 0.11 0.08 0.09 0.018
H 4.6667 -2.1507 2.2169 0.00 0.32 -0.30 -0.002
H 6.4748 -0.4581 1.8285 -0.20 0.01 -0.15 0.008
H 6.2557 1.1872 -0.0381 -0.17 -0.18 0.08 0.000
H 4.2551 1.1303 -1.5208 0.06 -0.11 0.26 0.000
```
Positions in Å, forces in eV/Å.

Which value of <S²> does entry 1 give?
6.107

Number 2 is which compound?
C30H53Cl2NP2Pt